1.
DFT (the ωB97M-V functional and the def2-TZVPD basis) results for a molecular structure, C30H43AuF5P2 in a non-equilibrium geometry.

Summary:
F_max: 3.27 eV Å⁻¹
<S²>: 2.02
Energy relative to the best compared isomer or geometry (same formula, charge and spin): 0.0 kcal per mole
HOMO (alpha / beta): -9.55 / -9.44 eV
HOMO-LUMO gap (alpha / beta): 7.382 / 4.394 eV

```
! RIJCOSX wB97M-V def2-TZVPD def2/J DEFGRID3
* xyz 1 3
Au 0.79200 0.38217 1.35959
C -3.35949 1.98332 0.88471
C -3.99633 0.84827 0.31299
C -3.68653 0.43873 2.55402
C -3.15738 1.72184 2.26627
C -4.21672 -0.09664 1.34994
C -3.05669 3.26275 0.20864
H -3.06578 3.15128 -0.88219
H -2.07365 3.64858 0.51520
H -3.80325 4.03196 0.46807
C -2.56915 2.65121 3.25282
H -1.98745 3.43171 2.75060
H -1.90088 2.11733 3.94011
H -3.34216 3.14613 3.86031
C -3.73650 -0.20099 3.88606
H -4.63443 0.09267 4.45157
H -2.86002 0.08231 4.48183
H -3.74850 -1.29364 3.79086
C -4.93717 -1.38123 1.22639
H -5.98888 -1.28495 1.54190
H -4.48003 -2.15175 1.86229
H -4.93703 -1.73587 0.18792
C -4.44130 0.70231 -1.09307
H -5.51362 0.93424 -1.19433
H -4.29442 -0.32581 -1.45248
H -3.89207 1.38091 -1.75650
C 3.40355 0.49567 -3.07645
C 2.37074 1.03180 -3.75459
C 1.99389 0.60675 -5.14017
C 1.93626 -0.92750 -5.38718
C 1.50993 -1.74295 -4.20481
C 2.34272 -2.35040 -3.33856
C 3.80050 -2.05607 -3.16993
C 4.25759 -0.62655 -3.58409
H 2.71077 1.04540 -5.86316
H 2.90049 -1.27662 -5.79230
H 1.00878 1.03212 -5.39847
H 4.37556 -0.58172 -4.67945
H 3.76799 0.94749 -2.14694
H 1.87079 1.95045 -3.42707
H 5.26551 -0.48533 -3.15462
H 4.08444 -2.22441 -2.11670
H 1.98130 -3.21339 -2.76970
H 4.37819 -2.79104 -3.75731
H 1.18555 -1.09195 -6.18104
H 0.43123 -1.93467 -4.15604
P 0.85955 0.91405 -0.85244
P -0.06482 -1.82133 0.75423
C 1.71825 -0.70079 -1.12009
C 1.32387 -2.02978 -0.41084
H 2.79241 -0.53126 -0.97117
H 1.54108 -0.76823 -2.19153
H 1.07241 -2.82023 -1.12850
H 2.18633 -2.38095 0.17578
C 0.03753 -2.99851 2.11412
H -0.97421 -3.25625 2.45896
H 0.58277 -2.54971 2.95395
H 0.55307 -3.90885 1.78161
C -1.60027 -2.13671 -0.14814
H -1.47784 -3.00686 -0.81099
H -1.89873 -1.26809 -0.74773
H -2.40766 -2.34654 0.56845
C 1.90774 2.39094 -0.82309
H 1.25819 3.27429 -0.74995
H 2.56309 2.50614 -1.68683
H 2.51275 2.34993 0.09203
C -0.59156 1.15700 -1.87811
H -1.36174 0.40545 -1.66836
H -0.34614 1.12496 -2.94904
H -1.02074 2.14163 -1.64282
F -0.32000 0.45496 4.55049
C 1.04598 0.48626 4.45626
C 1.68081 0.42980 3.22234
C 3.07190 0.38408 3.23104
F 3.76792 0.28404 2.05999
C 3.81979 0.41048 4.40636
F 5.16875 0.34137 4.35902
C 3.15684 0.49026 5.63292
F 3.86700 0.50727 6.78045
C 1.76598 0.53263 5.65898
F 1.12130 0.59462 6.84771
*
```

=====

2.
DFT (the ωB97M-V functional and the def2-TZVPD basis) results for a molecular structure, C30H43BrN2P2SSr in a non-equilibrium geometry.

Summary:
F_max: 3.83 eV Å⁻¹
HOMO: -12.07 eV
HOMO-LUMO gap: 4.135 eV

```
! RIJCOSX wB97M-V def2-TZVPD def2/J DEFGRID3
* xyz 2 1
C -7.03149 -1.36417 4.07231
C -6.51930 -1.60766 2.78588
C -7.43351 -1.93912 1.77230
C -8.80046 -1.99879 2.07498
N -9.26821 -1.75226 3.29882
C -8.41656 -1.44766 4.27904
C -5.11452 -1.46312 2.48766
C -3.93706 -1.27550 2.21749
C -2.64452 -0.79076 1.84032
C -2.27706 0.48566 2.27736
C -1.15611 1.11207 1.70455
C -0.50783 0.47409 0.64994
C -0.77078 -0.84523 0.28500
C -1.81088 -1.51499 0.96558
Sr 1.27584 -0.54778 2.26748
P 1.14745 1.76715 -0.20258
H -7.09354 -2.11151 0.75682
H -6.37789 -1.07891 4.89051
H -9.52120 -2.24848 1.29282
H -8.83738 -1.25507 5.26914
H -2.07808 -2.55819 0.74239
H -2.92300 1.03333 2.97143
H -0.19840 -1.33956 -0.51009
H -0.85602 2.09669 2.07787
C 2.76130 2.22107 -1.09753
C 2.73254 3.00265 -2.41280
H 3.29779 1.26277 -1.17323
H 3.33457 2.79926 -0.35860
H 3.76987 3.18365 -2.72574
H 2.25682 2.47355 -3.24724
H 2.27158 3.99630 -2.30433
C -0.03719 1.80640 -1.61436
C -1.25265 2.69849 -1.40800
H -0.35774 0.75635 -1.73396
H 0.44478 2.05879 -2.56282
H -1.98809 2.47246 -2.18871
H -1.78040 2.54733 -0.46298
H -0.97147 3.75265 -1.50697
C 0.95140 3.36450 0.73035
C 1.27014 4.71153 0.08801
H 1.59164 3.22584 1.61506
H -0.07724 3.42619 1.09818
H 1.05603 5.50235 0.82410
H 2.32520 4.83227 -0.18215
H 0.63937 4.93387 -0.78378
Br 3.24420 -1.20922 0.33776
P 0.46422 -2.80914 -3.85602
C 0.44250 -0.96115 -3.98584
C 1.00584 -0.50811 -5.33611
H 1.02603 -0.54061 -3.15212
H -0.60314 -0.63004 -3.88100
H 0.75937 0.54523 -5.51426
H 2.09707 -0.61374 -5.37038
H 0.58777 -1.09998 -6.16109
C 1.87164 -3.12182 -2.69993
C 2.53251 -4.48040 -2.95730
H 1.51410 -3.05420 -1.66061
H 2.60200 -2.30929 -2.84100
H 3.50115 -4.51185 -2.44892
H 1.91960 -5.30320 -2.57486
H 2.70155 -4.65246 -4.02569
C -1.01393 -3.12495 -2.78750
C -2.24678 -3.48046 -3.62150
H -1.21023 -2.24645 -2.15688
H -0.74307 -3.96785 -2.13468
H -3.02022 -3.89402 -2.96584
H -2.66522 -2.60027 -4.12338
H -2.01501 -4.22822 -4.38991
S 2.44758 1.21141 4.17079
C 4.15361 1.20320 4.04460
N 4.85954 0.01296 4.17319
C 6.21950 -0.02634 4.36577
C 6.97217 1.10138 4.09966
C 6.30831 2.32187 3.90332
C 4.92090 2.37495 3.95736
H 4.32792 -0.85487 4.24137
H 6.63500 -0.96581 4.75072
H 8.05091 1.02507 4.08401
H 6.88197 3.22726 3.72497
H 4.38290 3.31265 3.93181
*
```